1.
{"formula": "C23H71F3N17O14", "method": "the ωB97M-V functional and the def2-TZVPD basis", "lumo_energy_ev": 1.774, "charge": -1, "homo_ev": -6.5, "orbital_gap_ev": 8.24, "fmax_ev_per_a": 7.1, "e_above_lowest_kj_mol": 78.8, "elements": ["H", "H", "H", "H", "O", "H", "H", "H", "H", "N", "H", "O", "H", "O", "O", "C", "H", "C", "H", "H", "O", "C", "H", "C", "O", "H", "H", "H", "H", "H", "N", "N", "N", "H", "H", "O", "C", "N", "H", "C", "C", "N", "H", "H", "H", "H", "H", "N", "H", "N", "H", "C", "H", "C", "H", "C", "H", "H", "F", "H", "H", "O", "C", "C", "C", "H", "C", "H", "H", "C", "H", "H", "N", "F", "C", "C", "H", "O", "H", "N", "O", "O", "H", "H", "H", "H", "C", "H", "N", "H", "N", "N", "H", "H", "H", "C", "H", "H", "C", "H", "H", "H", "H", "H", "H", "F", "C", "N", "H", "H", "N", "H", "N", "H", "O", "H", "C", "H", "O", "C", "H", "H", "H", "O", "H", "N", "H", "H"], "positions_angstrom": [[0.100, 8.672, 13.389], [-4.790, 3.917, 13.394], [-6.174, 8.168, 14.998], [0.899, 9.677, 19.288], [-4.062, 6.202, 19.735], [0.360, 4.084, 13.205], [-0.704, 9.464, 22.286], [-1.244, 4.318, 9.909], [-5.288, 12.783, 18.034], [-6.254, 8.817, 20.118], [-2.718, 10.779, 12.631], [-4.399, 7.366, 15.320], [3.077, 9.451, 13.233], [-3.165, 12.598, 14.258], [0.640, 12.984, 18.797], [1.643, 14.029, 19.071], [1.149, 15.001, 19.049], [-3.286, 2.029, 11.678], [-4.375, 11.437, 16.169], [-5.360, 8.507, 19.763], [-5.675, 10.997, 20.410], [2.186, 8.859, 13.445], [-4.244, 9.147, 17.991], [-1.901, 6.869, 15.241], [-6.958, 8.623, 14.691], [-3.399, 2.711, 9.090], [2.539, 14.269, 17.040], [-2.616, 10.147, 19.648], [-7.479, 4.898, 16.134], [0.316, 5.048, 11.689], [1.854, 6.333, 16.633], [-7.720, 10.236, 20.734], [-2.726, 6.995, 11.474], [0.608, 11.446, 19.378], [-3.124, 1.044, 11.241], [0.131, 11.759, 21.457], [2.797, 13.944, 18.048], [-3.891, 4.413, 18.453], [-1.245, 2.629, 9.614], [-2.823, 3.273, 10.866], [1.455, 5.739, 17.697], [-5.851, 5.108, 18.974], [1.341, 11.448, 12.892], [-4.857, 5.434, 14.360], [-6.580, 5.432, 19.594], [0.049, 5.356, 16.480], [2.859, 11.709, 17.672], [0.920, 9.278, 11.545], [-6.112, 5.829, 15.771], [-3.359, 10.575, 13.385], [-2.738, 1.987, 12.620], [0.846, 9.363, 12.997], [-7.081, 8.248, 20.009], [-1.399, 3.361, 10.407], [-0.125, 4.603, 18.073], [0.233, 10.661, 20.931], [3.875, 12.345, 18.973], [-1.399, 10.130, 18.352], [-1.829, 5.527, 15.183], [-0.318, 11.171, 13.332], [3.349, 15.639, 18.623], [-6.835, 2.991, 14.569], [-3.124, 7.336, 16.006], [-0.076, 10.368, 15.779], [-0.171, 4.265, 12.270], [0.236, 9.358, 15.511], [-6.481, 10.071, 20.457], [2.256, 8.780, 14.530], [1.367, 6.228, 15.754], [-4.608, 5.295, 19.077], [-2.986, 4.163, 11.473], [-5.782, 11.435, 18.515], [0.789, 10.544, 19.795], [-0.765, 7.204, 15.774], [3.430, 12.575, 18.005], [-2.463, 10.044, 18.574], [0.408, 13.040, 16.724], [-4.329, 7.313, 10.093], [-8.060, 11.184, 20.803], [-3.735, 3.383, 9.765], [0.824, 11.104, 14.954], [-5.371, 11.868, 17.766], [2.290, 7.887, 12.963], [-8.384, 9.504, 20.943], [-2.982, 10.895, 18.134], [-2.818, 8.070, 18.538], [-3.190, 8.882, 17.913], [-4.492, 6.992, 13.160], [0.438, 5.039, 17.356], [-0.753, 14.162, 17.630], [-4.774, 7.269, 12.231], [-5.189, 4.515, 14.104], [2.113, 13.979, 20.054], [-1.138, 4.689, 12.540], [-6.140, 4.491, 18.229], [-3.399, 11.417, 14.363], [-4.341, 3.850, 17.745], [-5.683, 7.703, 12.170], [-3.961, 7.195, 11.190], [-4.336, 2.153, 11.941], [-2.239, 7.038, 12.357], [-3.276, 6.679, 16.862], [0.878, 8.294, 11.319], [-3.560, 9.994, 15.686], [-2.154, 6.641, 10.720], [-1.778, 7.362, 14.050], [0.701, 10.838, 13.530], [-0.208, 9.523, 21.408], [-0.904, 12.413, 17.606], [-2.915, 4.253, 18.658], [-6.645, 4.995, 15.572], [2.722, 6.825, 16.789], [3.859, 14.768, 18.572], [-6.947, 8.504, 13.741], [-2.767, 8.620, 16.517], [0.078, 9.713, 11.197], [-0.185, 13.233, 17.618], [-3.640, 4.309, 9.372], [1.924, 5.820, 18.803], [-6.236, 4.077, 14.731], [4.084, 14.450, 19.503], [0.068, 10.502, 16.851], [-1.112, 10.461, 15.455], [-0.413, 3.104, 11.431], [-3.757, 9.690, 13.663], [-3.962, 10.885, 15.431], [4.345, 12.504, 17.417], [0.216, 8.659, 21.104]]}

2.
{"formula": "C4H5I", "method": "the ωB97M-V functional and the def2-TZVPD basis", "lumo_energy_ev": [0.061, 0.062], "smiles": "C=C=C(C)I", "homo_ev": [-8.5, -8.5], "orbital_gap_ev": [8.55, 8.55], "fmax_ev_per_a": 9.6, "e_above_lowest_kj_mol": 364.0, "elements": ["I", "C", "C", "H", "C", "H", "H", "H", "H", "C"], "positions_angstrom": [[-0.826, 0.938, 3.082], [2.179, -0.916, 0.253], [-0.458, 0.523, 1.105], [-1.686, 1.661, 0.022], [0.898, -0.077, 0.642], [2.134, -1.986, 0.324], [2.873, -0.579, -0.508], [-2.343, 0.234, 0.175], [-1.000, 0.456, -0.980], [-1.411, 0.635, -0.049]]}

3.
{"formula": "H43O21", "method": "the ωB97M-V functional and the def2-TZVPD basis", "lumo_energy_ev": -2.760, "charge": 1, "homo_ev": -13.2, "orbital_gap_ev": 10.40, "fmax_ev_per_a": 4.3, "e_above_lowest_kj_mol": 401.7, "elements": ["H", "O", "H", "O", "O", "H", "O", "O", "H", "H", "O", "H", "H", "O", "H", "O", "H", "H", "O", "H", "H", "O", "H", "H", "O", "H", "O", "H", "H", "H", "H", "H", "H", "H", "H", "H", "H", "O", "O", "H", "H", "H", "H", "O", "O", "H", "H", "H", "H", "O", "H", "H", "H", "H", "H", "H", "O", "H", "O", "H", "O", "H", "H", "O"], "positions_angstrom": [[2.786, -4.758, 0.492], [1.483, 1.885, -2.474], [1.121, 2.035, -4.717], [0.503, 1.460, -5.114], [-0.832, 1.424, -0.928], [2.076, 1.270, 1.598], [-0.850, 3.606, -2.687], [1.270, 0.798, 1.344], [-1.155, 4.453, -2.968], [0.658, 0.928, 2.076], [-4.329, 0.418, -3.248], [-0.644, -2.872, 4.720], [2.112, -1.525, -4.217], [0.684, -2.303, -1.273], [-0.293, -2.570, -1.300], [-0.956, -2.987, 3.802], [1.520, -1.819, -0.186], [-3.632, -1.011, 2.772], [-3.187, 2.294, 0.144], [-2.247, -0.901, 2.018], [-0.050, 2.901, 2.827], [0.796, 2.523, 3.183], [-0.554, 1.569, 0.052], [1.778, -0.522, 1.007], [2.271, -1.208, 0.338], [-3.877, 2.723, 0.681], [3.682, 1.807, 1.419], [-3.675, 1.072, -3.631], [0.756, 1.659, -1.829], [0.851, -1.948, -5.038], [-0.967, -2.464, 0.632], [-2.369, -2.480, -1.480], [-1.293, 1.272, 3.718], [1.347, 2.834, -2.717], [-4.515, 0.698, -2.371], [-2.234, -3.878, -0.980], [3.142, -1.885, 2.670], [1.180, -1.679, -4.198], [-1.281, 2.936, 1.908], [0.598, 2.479, 4.158], [1.367, -5.308, 0.225], [3.015, -0.891, 3.905], [-1.964, 2.381, 1.572], [-2.814, -1.571, 2.427], [-1.751, 0.479, 3.467], [-3.513, 2.376, -0.735], [0.610, -1.703, -2.015], [-1.074, 3.643, 1.248], [3.928, 2.305, 0.635], [1.894, -4.498, 0.414], [3.990, 0.975, 0.948], [0.194, 0.910, -4.370], [2.691, -0.615, -0.323], [2.958, 1.097, -2.210], [-0.678, 3.005, -3.385], [-1.785, 1.242, -0.744], [-1.748, -2.976, 0.734], [-1.762, -2.541, 3.491], [-1.789, -3.278, -1.606], [-1.739, -3.030, 1.699], [2.663, -1.150, 3.058], [-2.127, -0.052, 4.165], [4.355, 0.496, -1.353], [3.404, 0.472, -1.445]]}

4.
{"formula": "C11H24AsF6O19S5", "method": "the ωB97M-V functional and the def2-TZVPD basis", "lumo_energy_ev": 1.910, "charge": -1, "homo_ev": -9.3, "orbital_gap_ev": 11.21, "fmax_ev_per_a": 1.1, "elements": ["H", "C", "H", "S", "F", "H", "H", "O", "S", "H", "O", "F", "C", "H", "H", "O", "H", "H", "O", "H", "O", "O", "C", "O", "S", "C", "H", "H", "H", "F", "C", "O", "O", "C", "H", "F", "O", "O", "H", "O", "F", "As", "O", "H", "H", "H", "O", "O", "O", "H", "H", "C", "C", "S", "S", "F", "H", "H", "C", "O", "O", "C", "H", "O", "H", "C"], "positions_angstrom": [[1.376, -3.035, -3.003], [-3.771, -0.029, 1.666], [-4.496, 1.422, 0.200], [0.310, 0.025, 6.031], [-0.596, 0.930, 0.238], [-0.327, -3.602, -0.927], [1.490, 4.307, 0.330], [-0.102, 2.113, -5.322], [4.710, 1.965, -1.059], [3.815, 3.762, 1.059], [-1.425, 3.289, -3.634], [1.668, 0.308, 0.927], [3.139, 2.975, 0.731], [5.081, -0.343, -1.087], [-0.757, 0.507, 3.198], [-6.628, -1.101, 2.270], [-2.346, 0.424, -2.442], [1.761, 1.873, 3.631], [5.729, 2.368, -0.136], [0.994, 2.620, 0.634], [1.912, -7.081, -1.732], [0.267, 0.303, 7.408], [1.242, 0.997, 4.011], [1.549, 0.784, 5.389], [-1.428, 2.453, -4.976], [4.292, 0.305, -0.702], [-0.799, -4.013, -2.546], [-0.641, 2.562, -1.879], [3.301, 2.071, 1.320], [1.442, -1.839, -0.262], [-4.298, 0.357, 0.295], [-5.577, -0.306, 0.203], [-0.782, 0.889, 5.270], [-0.031, -4.194, -1.786], [-3.631, 0.006, -0.491], [1.061, 0.317, -1.414], [-4.208, -1.379, 1.818], [-5.859, -2.717, 0.612], [4.252, 0.214, 0.380], [-2.289, 3.078, -5.903], [-0.788, -1.197, -0.994], [0.432, -0.475, -0.004], [3.374, 2.721, -0.662], [1.573, 3.680, 1.958], [-2.425, 2.706, -1.931], [-0.679, 0.494, -3.064], [0.284, -1.312, 5.568], [0.195, -7.030, -3.467], [-0.003, -5.590, -1.473], [-0.555, 2.188, 3.747], [-2.685, -0.001, 1.692], [1.696, 3.404, 0.907], [-1.645, 0.993, -3.043], [-5.700, -1.485, 1.269], [0.956, -6.361, -2.485], [-0.222, -1.129, 1.448], [3.376, -0.035, -1.173], [2.119, -3.857, -1.591], [-1.532, 2.414, -2.482], [4.875, 2.153, -2.454], [-2.148, 1.168, -4.375], [1.335, -3.896, -2.345], [1.577, 0.170, 3.385], [1.613, -5.083, -3.151], [-4.129, 0.626, 2.463], [-0.294, 1.149, 3.941]]}

5.
{"formula": "C30H21N7O2PtS2", "method": "the ωB97M-V functional and the def2-TZVPD basis", "lumo_energy_ev": -8.073, "charge": 2, "homo_ev": -13.3, "orbital_gap_ev": 5.25, "fmax_ev_per_a": 4.9, "elements": ["O", "H", "H", "C", "C", "C", "H", "H", "H", "H", "C", "C", "C", "N", "H", "C", "C", "C", "H", "N", "H", "C", "N", "S", "N", "H", "O", "H", "C", "H", "H", "C", "C", "H", "C", "C", "H", "C", "C", "C", "N", "C", "H", "H", "C", "N", "H", "C", "H", "C", "Pt", "C", "C", "C", "N", "C", "C", "H", "C", "C", "H", "S", "C"], "positions_angstrom": [[1.093, -1.496, -0.277], [2.681, 7.559, 0.913], [-5.982, 1.373, 1.141], [1.140, -1.925, 0.943], [4.812, -3.523, 2.273], [1.538, 4.652, -0.372], [-4.425, 0.092, 2.599], [0.009, 1.066, 2.111], [5.492, -3.137, 0.258], [3.309, -2.272, -0.478], [2.586, 7.089, -1.177], [3.456, -2.599, 0.541], [0.278, 1.722, 1.302], [-1.263, -2.074, -1.733], [1.451, 4.194, -2.483], [3.766, -3.454, 3.164], [3.122, 8.350, -1.616], [1.713, 4.918, -1.723], [-3.225, 0.822, -2.087], [0.096, -1.838, 1.765], [1.048, 3.564, 2.213], [-3.525, 0.689, -1.056], [0.141, 1.377, -0.025], [-1.285, -2.950, -4.126], [3.543, 9.347, -1.999], [-3.253, -6.894, -1.867], [1.578, -2.880, 3.713], [-2.116, -3.503, 0.504], [-2.708, -5.279, -0.562], [0.760, -2.525, 3.329], [0.620, 2.413, -1.823], [2.367, -2.503, 1.438], [-4.189, 0.268, 1.558], [2.376, 6.340, -3.177], [-2.835, -5.898, -1.809], [0.585, 2.394, -0.749], [-3.003, -5.820, 0.327], [-5.056, 0.982, 0.742], [-2.209, -3.999, -0.454], [2.235, 6.131, -2.126], [-0.935, -1.239, 1.207], [4.664, -3.087, 0.950], [-2.527, -5.743, -3.930], [3.868, -3.804, 4.182], [-4.725, 1.189, -0.589], [-2.684, 0.020, -0.259], [-2.175, -1.129, 2.860], [1.883, 5.603, 0.574], [5.762, -3.927, 2.598], [-2.436, -5.263, -2.965], [-0.633, -0.362, -0.732], [-1.808, -3.350, -1.618], [0.806, 2.966, 1.355], [-0.937, -1.753, -2.950], [0.996, 3.384, 0.051], [-3.002, -0.203, 1.033], [2.408, 6.819, 0.174], [1.752, 5.422, 1.630], [-2.017, -0.913, 1.809], [2.532, -2.938, 2.777], [-5.378, 1.732, -1.257], [-0.229, -0.216, -3.151], [-1.904, -3.980, -2.858]]}

6.
{"formula": "C15H25N2OPS2V", "method": "the ωB97M-V functional and the def2-TZVPD basis", "lumo_energy_ev": [-2.690, -2.411], "charge": 1, "multiplicity": 3, "homo_ev": [-10.8, -11.0], "orbital_gap_ev": [8.13, 8.64], "fmax_ev_per_a": 2.0, "elements": ["H", "C", "C", "C", "H", "C", "H", "V", "H", "H", "N", "H", "H", "H", "H", "S", "C", "H", "H", "H", "C", "H", "C", "H", "H", "O", "C", "H", "C", "H", "C", "H", "H", "H", "H", "C", "P", "H", "H", "H", "H", "C", "S", "C", "N", "C", "C"], "positions_angstrom": [[-1.030, 2.315, -4.239], [0.709, -2.279, -2.371], [2.439, 0.088, 1.611], [0.704, -4.640, -1.902], [3.021, -0.801, 1.863], [-1.447, 3.151, -1.316], [-2.942, -0.943, 1.795], [-0.006, 0.048, -1.422], [0.004, 0.207, 5.473], [1.243, -5.557, -1.715], [1.172, 0.064, 2.309], [-1.311, -1.220, 3.986], [0.742, 2.296, -4.322], [2.479, -3.467, -2.193], [1.692, 2.946, -0.455], [-1.594, -0.804, -2.656], [-0.002, 0.454, 4.413], [-0.029, 1.540, 4.315], [-3.057, 0.821, 1.975], [-1.222, -5.565, -1.727], [1.253, -0.089, 3.749], [-2.276, 0.131, 0.539], [1.516, 3.086, -1.521], [2.322, 2.606, -2.080], [-1.477, 3.013, -0.236], [0.003, 0.191, 0.383], [-0.117, 2.710, -3.795], [-2.347, 2.713, -1.754], [1.399, -3.473, -2.147], [1.494, 4.149, -1.760], [0.004, 0.082, 1.635], [-0.109, 3.798, -3.876], [2.128, 0.466, 4.094], [-2.466, -3.478, -2.201], [-1.412, 4.214, -1.555], [-1.386, -3.481, -2.153], [-0.026, 2.249, -2.035], [-2.131, 0.344, 4.107], [2.280, 0.121, 0.530], [3.002, 0.976, 1.909], [1.403, -1.147, 4.004], [-1.227, -0.152, 3.748], [1.587, -0.791, -2.655], [-0.703, -2.283, -2.372], [-1.163, 0.033, 2.311], [-2.430, 0.005, 1.613], [-0.687, -4.645, -1.906]]}

no.,total energy (eV)
1,-87154.1908
2,-12324.2965
3,-43688.6456
4,-182022.4072
5,-70878.9932
6,-77632.5863